No. 1
C17H17BrF15N2O6S | wB97M-V/def2-TZVPD

As for the total energy: -154789.260 eV. Its molar mass is 742.27 g/mol. The calculation puts the frontier orbital gap at 7.1 eV. Its maximum force is 9.75 eV/A. For the LUMO energy, the calculation gives -5.85 eV. The charge is +1.

```
59
C17H17BrF15N2O6S, DFT wB97M-V/def2-TZVPD
C -1.800 3.117 2.656
C -0.910 2.110 1.683
F -0.521 0.952 2.567
C -1.770 1.597 0.355
C -1.585 -0.050 0.321
C -0.181 -0.842 -0.039
S 1.454 -0.050 -0.482
O 1.159 1.388 -1.009
O 2.326 0.121 0.821
C 2.476 -0.968 -1.752
F 3.657 -0.076 -2.059
F 3.070 -2.249 -1.270
C 1.735 -1.234 -3.189
F 1.995 -0.058 -4.050
F 0.270 -1.434 -3.118
F 2.454 -2.390 -3.836
N -0.623 -2.278 0.134
C 0.263 -3.494 -0.022
F 0.606 -3.842 -1.423
F 1.427 -3.375 0.890
F -0.544 -4.659 0.501
C -2.092 -2.361 0.496
N -2.731 -0.993 0.631
Br -4.498 -0.541 1.111
H -2.209 4.057 2.089
H -1.076 3.421 3.541
H -2.650 2.449 3.143
H 0.124 2.598 1.350
H -2.915 1.907 0.466
H -1.404 2.116 -0.643
H -2.764 -3.307 0.718
C 4.300 -2.561 1.626
C 5.266 -1.669 2.385
O 5.828 -2.369 3.506
C 6.869 -3.216 3.227
O 7.319 -3.397 2.098
C 7.400 -3.859 4.506
F 6.405 -4.321 5.317
F 8.124 -2.980 5.257
F 8.219 -4.923 4.270
H 3.534 -2.958 2.300
H 3.812 -2.006 0.821
H 4.817 -3.421 1.190
H 4.726 -0.806 2.789
H 6.055 -1.278 1.733
C -7.181 3.401 -4.036
C -5.767 2.894 -4.252
O -4.837 3.629 -3.441
C -4.748 3.245 -2.128
O -5.410 2.336 -1.635
C -3.695 4.074 -1.393
F -3.795 5.408 -1.660
F -2.427 3.711 -1.739
F -3.771 3.953 -0.038
H -7.234 4.480 -4.211
H -7.880 2.897 -4.710
H -7.510 3.229 -3.006
H -5.476 3.057 -5.295
H -5.687 1.818 -4.060
```


No. 2
C17H17BrN2O3 | wB97M-V/def2-TZVPD

As for the total energy: -97068.911 eV. The value obtained for the relative energy (zero: lowest compared OMol25 entry of this formula, charge and spin) is 0.000 eV. Its molar mass is 377.24 g/mol. The calculation puts the frontier orbital gap at 9.0 eV. Its maximum force is 1.44 eV/A. For the LUMO energy, the calculation gives 0.57 eV. The charge is 0.

```
40
C17H17BrN2O3, DFT wB97M-V/def2-TZVPD
N 0.821 1.626 1.904
C 1.159 1.336 0.626
N 0.535 1.602 -0.458
O -0.690 2.285 -0.515
C -1.736 2.081 0.267
O -1.775 1.358 1.239
C -2.914 2.878 -0.251
C -3.860 1.976 -1.052
C -4.525 0.917 -0.177
O -5.451 0.225 -0.989
C -6.195 -0.770 -0.433
C -7.109 -1.392 -1.286
C -7.916 -2.409 -0.822
C -7.829 -2.825 0.498
C -6.924 -2.212 1.343
C -6.107 -1.189 0.890
C 2.477 0.697 0.398
C 2.969 -0.264 1.276
C 4.203 -0.850 1.057
C 4.946 -0.468 -0.046
Br 6.650 -1.262 -0.342
C 4.469 0.478 -0.940
C 3.235 1.054 -0.715
H 1.416 1.278 2.637
H -0.166 1.703 2.126
H -3.444 3.301 0.603
H -2.542 3.677 -0.891
H -4.641 2.590 -1.502
H -3.314 1.484 -1.858
H -5.044 1.400 0.663
H -3.775 0.226 0.227
H -7.163 -1.055 -2.309
H -8.618 -2.881 -1.493
H -8.461 -3.621 0.861
H -6.846 -2.529 2.373
H -5.408 -0.731 1.573
H 2.383 -0.589 2.124
H 4.581 -1.599 1.735
H 5.059 0.759 -1.799
H 2.838 1.788 -1.397
```


No. 3
C17H17BrN2O4 | wB97M-V/def2-TZVPD

As for the total energy: -99116.289 eV. The value obtained for the relative energy (zero: lowest compared OMol25 entry of this formula, charge and spin) is 0.916 eV. Its molar mass is 393.24 g/mol. The calculation puts the frontier orbital gap at 8.8 eV. Its maximum force is 1.40 eV/A. For the LUMO energy, the calculation gives 0.65 eV. The charge is 0.

```
41
C17H17BrN2O4, DFT wB97M-V/def2-TZVPD
O -2.918 -2.805 0.879
C -3.080 -1.716 0.344
C -4.438 -1.133 0.381
C -5.573 -1.813 0.748
C -6.639 -0.890 0.712
C -6.070 0.290 0.336
Br -6.807 1.983 0.066
O -4.751 0.167 0.132
N -2.072 -1.076 -0.286
C -2.083 0.210 -0.943
C -1.196 1.187 -0.148
N 0.159 0.708 0.019
C 1.003 0.842 -1.157
C 2.453 0.669 -0.784
C 3.273 -0.200 -1.483
C 4.620 -0.364 -1.161
C 5.103 0.371 -0.108
C 4.280 1.244 0.607
C 2.958 1.413 0.289
O 5.011 1.845 1.598
C 6.317 1.322 1.488
O 6.367 0.404 0.417
C 0.156 -0.623 0.596
C -0.729 -1.615 -0.176
H -5.617 -2.850 1.007
H -7.671 -1.063 0.933
H -3.090 0.604 -1.031
H -1.673 0.082 -1.952
H -1.178 2.159 -0.642
H -1.626 1.314 0.851
H 0.858 1.855 -1.545
H 0.750 0.135 -1.963
H 2.867 -0.768 -2.307
H 5.255 -1.039 -1.710
H 2.319 2.079 0.843
H 7.029 2.143 1.303
H 6.591 0.811 2.425
H 1.182 -0.991 0.635
H -0.224 -0.538 1.619
H -0.789 -2.568 0.351
H -0.329 -1.785 -1.181
```


No. 4
C17H17BrN2O6S | wB97M-V/def2-TZVPD

As for the total energy: -114047.632 eV. The value obtained for the relative energy (zero: lowest compared OMol25 entry of this formula, charge and spin) is 0.037 eV. Its molar mass is 457.30 g/mol. The calculation puts the frontier orbital gap at 7.8 eV. Its maximum force is 1.36 eV/A. For the LUMO energy, the calculation gives -0.29 eV. The charge is 0.

```
44
C17H17BrN2O6S, DFT wB97M-V/def2-TZVPD
C 5.383 -0.362 3.211
S 3.650 0.182 3.184
C 3.425 0.446 1.393
C 3.359 -0.853 0.604
C 2.154 -1.703 1.017
N 0.901 -1.083 0.637
C 0.487 -1.226 -0.632
O 1.079 -1.948 -1.424
C -0.791 -0.564 -1.036
C -1.351 -1.032 -2.179
C -2.573 -0.648 -2.808
C -3.136 -1.139 -3.966
C -4.343 -0.438 -4.160
C -4.446 0.433 -3.118
O -3.388 0.319 -2.297
N -1.452 0.435 -0.316
C -1.078 1.330 0.630
O -0.007 1.374 1.218
C -2.134 2.309 0.923
C -2.147 3.339 1.831
C -3.393 3.985 1.692
C -4.043 3.299 0.707
Br -5.722 3.538 -0.061
O -3.305 2.289 0.233
C 2.163 -3.108 0.409
O 1.285 -3.908 0.593
O 3.292 -3.401 -0.239
H 6.002 0.380 2.714
H 5.481 -1.330 2.729
H 5.666 -0.442 4.255
H 2.497 1.011 1.309
H 4.252 1.069 1.049
H 4.270 -1.434 0.753
H 3.280 -0.629 -0.462
H 2.142 -1.819 2.108
H 0.581 -0.295 1.194
H -0.801 -1.809 -2.690
H -2.727 -1.907 -4.590
H -5.040 -0.562 -4.962
H -5.192 1.157 -2.854
H -2.377 0.608 -0.702
H -1.356 3.588 2.508
H -3.761 4.832 2.234
H 3.212 -4.281 -0.640
```


No. 5
C17H17Cl2NOTi | wB97M-V/def2-TZVPD

As for the total energy: -69598.686 eV. The value obtained for the relative energy (zero: lowest compared OMol25 entry of this formula, charge and spin) is 0.000 eV. Its molar mass is 370.10 g/mol. The calculation puts the frontier orbital gap (spin up / spin down) at 6.0 / 7.0 eV. As for the multiplicity: 3. Its maximum force is 4.77 eV/A. For the LUMO energy (spin up / spin down), the calculation gives -0.60 / -0.63 eV. The charge is 0.

```
39
C17H17Cl2NOTi, DFT wB97M-V/def2-TZVPD
C -0.989 -1.112 -1.737
C 1.634 -0.129 -2.392
C -1.334 0.293 -1.708
H -1.597 -1.774 -1.109
C 1.279 1.170 -2.130
H 2.616 -0.539 -2.125
H -2.199 0.642 -1.122
H 1.978 1.858 -1.641
C -1.103 1.129 -2.923
H -1.912 1.871 -3.029
H -1.173 0.462 -3.795
C -0.289 -1.740 -2.920
H -0.987 -1.841 -3.770
H 0.004 -2.771 -2.638
C 0.981 -1.007 -3.424
H 0.799 -0.451 -4.375
H 1.712 -1.788 -3.732
C 0.227 1.877 -2.967
H 0.528 1.971 -4.027
H 0.152 2.931 -2.646
Ti 0.030 0.003 -0.366
H -1.568 -0.046 0.405
Cl 0.089 -4.075 2.178
C 0.152 -2.493 2.767
C 0.006 -2.249 4.134
C -0.033 -0.963 4.652
Cl -0.049 -0.792 6.341
C -0.001 0.206 3.831
C -0.059 1.575 4.190
C -0.019 2.590 3.228
C 0.044 2.207 1.876
N 0.189 0.913 1.515
C 0.186 -0.077 2.445
C 0.315 -1.408 1.903
O 0.512 -1.609 0.603
H -0.063 -3.158 4.731
H -0.096 1.787 5.243
H -0.022 3.655 3.522
H 0.059 2.883 1.014
```


No. 6
C17H17ClF4N2Pt | wB97M-V/def2-TZVPD

As for the total energy: -47503.178 eV. The value obtained for the relative energy (zero: lowest compared OMol25 entry of this formula, charge and spin) is 0.000 eV. Its molar mass is 555.86 g/mol. The calculation puts the frontier orbital gap (spin up / spin down) at 7.2 / 4.9 eV. As for the multiplicity: 5. Its maximum force is 0.37 eV/A. For the LUMO energy (spin up / spin down), the calculation gives -6.66 / -10.38 eV. The charge is +2.

```
42
C17H17ClF4N2Pt, DFT wB97M-V/def2-TZVPD
Pt 0.060 -0.100 -0.162
C 2.629 -1.371 -1.210
N 2.264 -0.185 -0.409
C 2.782 1.038 -1.053
C 2.752 -0.283 0.976
C 1.951 -1.310 1.747
N 0.514 -1.044 1.524
C -0.377 -1.582 2.417
C -1.678 -1.076 2.557
F -2.088 -0.057 1.858
C -2.659 -1.606 3.485
F -3.807 -1.005 3.468
C -2.404 -2.660 4.326
C -1.136 -3.178 4.209
F -0.746 -4.180 4.925
C -0.146 -2.666 3.277
F 0.974 -3.333 3.278
H 3.716 -1.482 -1.245
H 2.254 -1.245 -2.224
H 2.187 -2.269 -0.786
H 3.874 1.024 -1.069
H 2.443 1.912 -0.500
H 2.416 1.087 -2.077
H 2.628 0.698 1.436
H 3.816 -0.539 1.000
H 2.206 -1.222 2.805
H 2.194 -2.326 1.432
H -3.134 -3.053 5.020
Cl -5.793 3.668 0.386
C -4.429 2.856 -0.211
C -3.176 3.492 -0.178
C -2.083 2.837 -0.667
C -2.193 1.522 -1.211
C -1.056 0.859 -1.748
C -3.481 0.907 -1.227
C -4.576 1.559 -0.741
H -3.100 4.494 0.221
H -1.115 3.322 -0.662
H -0.266 1.533 -2.092
H -1.265 0.036 -2.433
H -3.584 -0.082 -1.656
H -5.559 1.109 -0.772
```